{
  "formula": "C40H89ClF2N5O15P",
  "method": "the ωB97M-V functional and the def2-TZVPD basis",
  "elements": ["C", "C", "C", "C", "C", "F", "C", "P", "O", "Cl", "O", "C", "O", "C", "F", "C", "C", "O", "O", "H", "H", "H", "H", "H", "H", "H", "H", "H", "H", "H", "H", "H", "H", "C", "O", "C", "C", "N", "C", "C", "O", "C", "H", "H", "H", "H", "H", "H", "H", "H", "H", "H", "H", "H", "H", "H", "H", "C", "O", "C", "C", "N", "C", "C", "O", "C", "H", "H", "H", "H", "H", "H", "H", "H", "H", "H", "H", "H", "H", "H", "H", "C", "O", "C", "C", "N", "C", "C", "O", "C", "H", "H", "H", "H", "H", "H", "H", "H", "H", "H", "H", "H", "H", "H", "H", "C", "O", "C", "C", "N", "C", "C", "O", "C", "H", "H", "H", "H", "H", "H", "H", "H", "H", "H", "H", "H", "H", "H", "H", "C", "O", "C", "C", "N", "C", "C", "O", "C", "H", "H", "H", "H", "H", "H", "H", "H", "H", "H", "H", "H", "H", "H", "H"],
  "xyz": [[4.769, 4.153, 0.961], [3.360, 4.757, 1.035], [2.504, 4.635, -0.234], [2.812, 3.407, -1.078], [2.735, 2.052, -0.389], [1.990, 3.388, -2.190], [2.564, 5.828, -1.271], [3.126, 7.573, -0.879], [2.230, 7.967, 0.418], [5.028, 7.216, -0.093], [1.279, 6.012, -1.814], [0.338, 5.477, -0.991], [-0.841, 5.580, -1.215], [1.025, 4.778, 0.198], [0.874, 5.671, 1.238], [0.158, 3.567, 0.517], [0.402, 2.947, 1.883], [0.263, 3.579, 2.924], [0.750, 1.638, 1.957], [5.160, 4.089, -0.045], [4.750, 3.144, 1.351], [5.471, 4.705, 1.569], [2.823, 4.232, 1.816], [3.424, 5.777, 1.368], [3.824, 3.528, -1.441], [2.833, 2.117, 0.679], [3.497, 1.409, -0.806], [1.800, 1.592, -0.682], [3.289, 5.532, -2.026], [2.449, 7.463, 1.208], [-0.873, 3.892, 0.528], [0.249, 2.840, -0.280], [0.732, 1.282, 1.066], [3.848, -4.613, 3.692], [2.788, -3.790, 4.134], [3.016, -3.138, 5.376], [3.228, -1.650, 5.199], [4.500, -1.357, 4.549], [4.653, 0.027, 4.108], [3.660, 0.564, 3.083], [3.764, 0.004, 1.790], [3.095, -1.232, 1.618], [3.472, -5.213, 2.866], [4.700, -4.028, 3.328], [4.189, -5.283, 4.486], [3.854, -3.592, 5.913], [2.117, -3.283, 5.982], [3.217, -1.171, 6.183], [2.370, -1.267, 4.631], [4.612, -1.964, 3.749], [5.654, 0.119, 3.678], [4.629, 0.676, 4.989], [3.878, 1.630, 2.959], [2.624, 0.507, 3.432], [2.196, -1.284, 2.233], [3.749, -2.082, 1.835], [2.797, -1.307, 0.573], [9.275, 3.634, -5.308], [8.318, 3.647, -6.348], [7.831, 2.368, -6.726], [6.394, 2.165, -6.294], [6.281, 2.044, -4.846], [4.916, 2.104, -4.330], [4.088, 3.362, -4.568], [4.537, 4.506, -3.858], [5.617, 5.204, -4.455], [9.723, 4.625, -5.265], [8.823, 3.423, -4.333], [10.064, 2.902, -5.502], [8.472, 1.571, -6.339], [7.867, 2.321, -7.817], [6.011, 1.251, -6.756], [5.814, 3.009, -6.689], [6.825, 2.775, -4.409], [4.984, 1.959, -3.247], [4.361, 1.248, -4.727], [3.088, 3.160, -4.187], [3.969, 3.593, -5.633], [5.575, 5.161, -5.545], [6.582, 4.824, -4.110], [5.547, 6.247, -4.145], [-1.363, -2.702, -3.961], [-2.409, -2.426, -3.053], [-2.958, -3.569, -2.409], [-2.577, -3.616, -0.944], [-1.157, -3.902, -0.774], [-0.653, -3.701, 0.582], [-0.751, -2.311, 1.200], [0.093, -1.338, 0.603], [-0.410, -0.737, -0.574], [-1.185, -1.797, -4.538], [-0.431, -2.970, -3.450], [-1.635, -3.508, -4.649], [-2.673, -4.492, -2.922], [-4.046, -3.480, -2.474], [-3.160, -4.394, -0.443], [-2.862, -2.651, -0.505], [-0.625, -3.321, -1.407], [0.404, -3.982, 0.575], [-1.160, -4.406, 1.246], [-0.409, -2.396, 2.234], [-1.781, -1.941, 1.247], [-1.498, -0.640, -0.553], [-0.110, -1.287, -1.470], [0.025, 0.263, -0.655], [-7.499, -6.549, -3.935], [-8.561, -6.230, -3.058], [-9.074, -7.330, -2.319], [-8.704, -7.241, -0.854], [-7.279, -7.460, -0.647], [-6.794, -7.141, 0.693], [-6.936, -5.711, 1.204], [-6.119, -4.765, 0.543], [-6.632, -4.261, -0.676], [-7.349, -5.691, -4.589], [-6.563, -6.737, -3.399], [-7.739, -7.420, -4.551], [-8.747, -8.281, -2.749], [-10.164, -7.288, -2.399], [-9.263, -8.002, -0.301], [-9.033, -6.257, -0.495], [-6.759, -6.911, -1.317], [-5.730, -7.389, 0.713], [-7.286, -7.812, 1.405], [-6.600, -5.709, 2.244], [-7.979, -5.371, 1.216], [-7.721, -4.183, -0.666], [-6.310, -4.880, -1.519], [-6.216, -3.264, -0.826], [-7.090, 2.027, 3.478], [-6.157, 2.168, 2.427], [-5.359, 3.343, 2.495], [-3.923, 3.027, 2.854], [-3.796, 2.580, 4.234], [-2.490, 2.019, 4.575], [-2.004, 0.782, 3.824], [-2.720, -0.409, 4.101], [-3.922, -0.582, 3.377], [-7.774, 1.227, 3.200], [-6.609, 1.751, 4.423], [-7.666, 2.944, 3.626], [-5.785, 4.070, 3.192], [-5.369, 3.794, 1.499], [-3.318, 3.930, 2.719], [-3.567, 2.274, 2.136], [-4.508, 1.889, 4.427], [-2.519, 1.765, 5.637], [-1.737, 2.803, 4.459], [-0.982, 0.591, 4.157], [-1.947, 0.945, 2.740], [-3.858, -0.153, 2.373], [-4.777, -0.148, 3.903], [-4.101, -1.654, 3.286]],
  "forces_ev_per_angstrom": [[-0.2606, -0.1774, 0.0918], [0.4837, -0.8311, -0.1793], [-1.1235, 1.4758, 0.0947], [0.4895, -0.6159, 1.0016], [-0.0857, 0.2613, -0.8329], [-0.5004, -0.0173, -0.3890], [1.8748, -0.0661, 1.0605], [-0.4481, 0.3172, -0.1975], [0.4901, 0.1958, -0.1623], [-0.0707, 0.0134, -0.1214], [-0.7364, -0.2305, 0.2091], [-0.8135, 0.5182, -1.0559], [1.2626, -0.2629, 0.4243], [-1.1190, -0.4619, -0.8050], [0.4407, 0.2792, 0.2867], [0.3861, -0.6400, 0.4449], [-0.1274, 0.9462, 2.3568], [0.3003, -1.1249, -1.8628], [-0.3861, 0.7410, -0.1526], [0.2191, 0.2118, -0.2165], [0.0712, -0.3184, 0.0259], [0.1500, 0.2502, 0.0923], [-0.1371, -0.0664, 0.2915], [-0.0720, 0.2752, -0.0154], [0.1764, 0.2354, -0.2857], [0.1086, -0.1684, 0.3014], [0.3376, -0.2258, 0.1886], [-0.2721, -0.1628, 0.1614], [-0.2300, -0.0334, -0.6296], [-0.3196, -0.1540, 0.2559], [-0.2596, 0.2914, -0.0289], [-0.0167, -0.0813, -0.2061], [0.1622, -0.5340, -0.1499], [-0.1032, 0.0422, -0.0528], [0.1452, -0.0510, -0.0270], [-0.2090, 0.0779, 0.1728], [0.1228, -0.0009, -0.2074], [-0.1307, 0.0276, -0.0059], [0.1803, -0.1954, -0.0643], [-0.0866, 0.3479, 0.1387], [0.1187, -0.0769, 0.0071], [0.1070, -0.0154, -0.1490], [-0.0337, 0.0053, -0.0018], [0.0681, -0.0376, 0.0671], [0.0386, 0.0028, 0.0023], [0.0848, 0.0036, -0.0814], [0.0016, -0.0265, 0.0010], [-0.0127, 0.0203, 0.0095], [-0.0745, 0.0058, 0.0977], [-0.0073, -0.0398, -0.0261], [0.0151, 0.0371, 0.0196], [-0.0754, 0.0130, -0.0008], [-0.0058, 0.0261, 0.0034], [0.0085, -0.0841, 0.0279], [-0.0247, -0.0711, 0.0253], [-0.0628, -0.0132, 0.1022], [-0.0344, 0.0458, -0.0178], [-0.0567, 0.0896, -0.0552], [0.0682, -0.0400, 0.1500], [-0.0910, -0.0563, -0.2670], [-0.0022, 0.1066, 0.1996], [-0.0725, 0.0972, -0.0738], [0.1932, -0.0351, 0.1240], [-0.2219, -0.1249, -0.0053], [0.0788, -0.0384, -0.0454], [-0.0430, 0.1304, 0.2105], [-0.0118, 0.0194, -0.0280], [0.0559, -0.0851, 0.0158], [0.0032, -0.0225, 0.0309], [-0.0027, 0.0193, 0.1110], [0.0302, 0.0041, -0.0029], [-0.0231, -0.0081, -0.0066], [-0.0113, -0.0385, -0.1105], [0.0399, 0.0215, 0.0010], [-0.0582, -0.0416, 0.0066], [-0.0286, 0.0175, -0.0453], [-0.0257, 0.0267, 0.0033], [0.1747, 0.0596, -0.0189], [0.0251, -0.0522, -0.0250], [0.0389, -0.0262, -0.1128], [-0.0442, -0.0008, -0.0034], [-0.0581, 0.1083, 0.0377], [0.1517, -0.0971, -0.0915], [-0.3117, 0.0275, 0.1739], [0.2100, 0.0366, -0.0477], [-0.0711, 0.1302, 0.0717], [0.1339, -0.1002, -0.1817], [-0.0423, -0.0774, 0.3497], [-0.0761, 0.1669, -0.2222], [0.1252, -0.0603, 0.1060], [-0.0269, 0.0222, 0.0070], [0.0080, -0.0969, -0.0456], [0.0309, -0.0273, -0.0001], [0.1409, 0.0187, -0.0015], [-0.0010, 0.0054, -0.0328], [-0.0283, 0.0107, 0.0186], [-0.1420, -0.0283, 0.0100], [0.0159, 0.0082, -0.0423], [0.0063, -0.0210, 0.0593], [-0.0510, 0.0327, 0.0256], [0.0017, 0.0340, 0.0051], [-0.0071, 0.0194, -0.1060], [-0.0291, -0.0279, -0.0318], [-0.1084, 0.0180, -0.0578], [-0.0279, 0.0017, -0.0170], [-0.0460, 0.1073, 0.0363], [0.1412, -0.0715, -0.0548], [-0.2730, -0.0096, 0.0914], [0.2164, 0.0901, -0.0103], [-0.0657, 0.1273, 0.0377], [0.1023, -0.1171, -0.1431], [-0.0204, -0.0411, 0.2222], [-0.0242, 0.0697, -0.0624], [0.2694, 0.0162, 0.0145], [-0.0268, 0.0231, 0.0060], [0.0091, -0.0964, -0.0359], [0.0298, -0.0258, 0.0029], [0.1131, 0.0103, 0.0025], [-0.0012, -0.0009, -0.0311], [-0.0093, -0.0024, 0.0233], [-0.1147, -0.0266, 0.0119], [0.0110, 0.0118, -0.0411], [0.0090, -0.0175, 0.0534], [-0.0502, 0.0272, 0.0170], [0.0109, 0.0128, 0.0058], [-0.0157, -0.0090, -0.1209], [-0.0291, -0.0773, -0.0207], [-0.1792, 0.0142, -0.0861], [0.0010, 0.0097, 0.0719], [0.0418, -0.0777, -0.0867], [-0.0731, -0.0004, 0.1488], [0.1241, 0.1295, -0.2441], [-0.0135, -0.1369, 0.1666], [0.0205, -0.1151, -0.1427], [-0.0988, 0.0765, 0.1503], [0.2324, 0.0644, 0.0539], [-0.0853, -0.0145, -0.0741], [0.0528, -0.1364, 0.1513], [0.0057, -0.0102, -0.0332], [-0.0324, 0.0836, 0.0508], [0.0011, 0.0098, 0.0374], [-0.0064, -0.0601, 0.0969], [-0.0293, 0.0039, 0.0007], [0.0298, -0.0017, -0.0060], [0.0152, 0.0694, -0.0944], [-0.0402, -0.0274, -0.0170], [0.0356, -0.0058, 0.0150], [0.0273, -0.0225, -0.0722], [0.0159, -0.0009, -0.0236], [-0.1076, 0.0004, -0.0142], [-0.0253, 0.0762, -0.0167], [-0.0413, 0.0758, -0.1104], [0.0308, -0.0137, -0.0024]],
  "total_energy_ha": -3980.95190,
  "max_force_ev_per_a": 2.5,
  "multiplicity": 1,
  "orbital_gap_ev": 8.828,
  "smiles": "CC[C@]1([C@@H](C)F)[C@H](P(O)Cl)OC(=O)[C@@]1(F)CC(=O)O.COCCNCCOC.COCCNCCOC.COCCNCCOC.COCCNCCOC.COCCNCCOC",
  "e_homo_ev": -8.42
}